(1)
{"formula": "C22H24BF3N5O2", "method": "ωB97M-V with the def2-TZVPD basis set", "e_tot_ha": -1601.23252, "lumo_ha": -0.180, "total_charge": 1, "largest_force_ha_per_bohr": 0.01740, "gap_ev": 6.457, "elements": ["C", "C", "O", "B", "O", "C", "C", "C", "C", "N", "N", "C", "F", "F", "F", "H", "H", "H", "H", "H", "H", "H", "H", "H", "N", "C", "C", "C", "C", "C", "H", "H", "H", "H", "H", "N", "C", "C", "C", "C", "C", "H", "H", "H", "H", "H", "N", "C", "C", "C", "C", "C", "H", "H", "H", "H", "H"], "coordinates": [[-2.277, 1.619, 1.502], [-3.268, 1.640, 0.341], [-2.642, 1.905, -0.947], [-2.042, 0.901, -1.597], [-2.645, 0.119, -2.552], [-0.486, 0.468, -1.335], [-0.215, -0.901, -1.195], [1.087, -1.325, -1.022], [2.090, -0.346, -0.990], [1.840, 0.931, -1.131], [0.578, 1.286, -1.294], [0.396, 2.771, -1.479], [1.569, 3.355, -1.513], [-0.322, 3.235, -0.473], [-0.258, 2.937, -2.623], [-1.260, 1.406, 1.171], [-2.565, 0.829, 2.197], [-2.272, 2.569, 2.031], [-3.815, 0.698, 0.274], [-3.972, 2.452, 0.501], [-3.215, -0.579, -2.209], [-1.029, -1.612, -1.235], [1.333, -2.376, -0.936], [3.131, -0.608, -0.857], [-3.880, -1.570, 1.985], [-4.991, -2.298, 1.890], [-4.987, -3.682, 1.777], [-3.771, -4.344, 1.744], [-2.607, -3.598, 1.844], [-2.717, -2.222, 1.973], [-5.925, -1.749, 1.901], [-5.919, -4.223, 1.706], [-3.734, -5.421, 1.644], [-1.624, -4.046, 1.831], [-1.826, -1.607, 2.066], [1.011, -4.680, -0.656], [0.350, -5.468, 0.193], [0.942, -6.495, 0.909], [2.297, -6.727, 0.735], [2.999, -5.925, -0.150], [2.314, -4.922, -0.816], [-0.710, -5.266, 0.284], [0.352, -7.101, 1.583], [2.795, -7.521, 1.274], [4.055, -6.074, -0.325], [2.836, -4.284, -1.522], [3.098, 6.805, 0.759], [3.983, 7.794, 0.671], [4.711, 8.072, -0.477], [4.513, 7.278, -1.594], [3.594, 6.242, -1.517], [2.917, 6.051, -0.323], [4.114, 8.394, 1.564], [5.416, 8.892, -0.491], [5.061, 7.463, -2.508], [3.406, 5.598, -2.366], [2.187, 5.260, -0.216]], "atomic_forces_ev_per_a": [[-0.08, -0.21, -0.02], [0.01, 0.36, 0.26], [0.21, -0.39, 0.38], [-0.36, 0.23, -0.55], [0.58, -0.30, 0.61], [0.17, -0.04, -0.23], [0.46, -0.03, 0.11], [-0.33, 0.25, -0.06], [-0.12, -0.19, -0.02], [-0.06, 0.12, 0.05], [0.04, -0.03, 0.08], [-0.16, -0.04, 0.06], [-0.39, -0.16, -0.17], [0.34, -0.01, -0.22], [0.15, 0.07, 0.26], [0.01, 0.01, -0.02], [-0.05, 0.09, 0.07], [0.14, -0.01, -0.03], [-0.05, 0.01, 0.02], [-0.14, -0.13, -0.21], [-0.41, 0.17, -0.32], [0.03, 0.02, -0.05], [-0.15, -0.10, 0.05], [0.03, 0.11, -0.01], [0.11, 0.09, -0.08], [0.05, -0.02, -0.01], [-0.04, -0.02, -0.04], [0.04, -0.01, 0.00], [0.01, 0.19, 0.04], [-0.08, 0.01, -0.10], [-0.02, -0.02, 0.02], [-0.01, 0.01, 0.01], [0.00, -0.01, 0.01], [-0.02, -0.09, 0.06], [0.01, -0.02, 0.03], [0.15, 0.08, 0.07], [-0.04, 0.06, -0.11], [0.02, -0.02, -0.01], [-0.01, -0.01, 0.01], [0.00, -0.01, 0.00], [-0.02, 0.02, -0.02], [-0.02, -0.06, 0.03], [-0.01, 0.00, 0.00], [0.00, 0.00, 0.01], [0.00, 0.01, -0.01], [0.02, -0.02, 0.00], [0.00, -0.01, -0.01], [-0.01, 0.00, 0.02], [0.00, -0.01, -0.01], [0.00, 0.00, 0.00], [-0.01, -0.02, 0.00], [0.04, 0.12, 0.08], [0.01, 0.01, -0.01], [0.00, 0.00, 0.01], [0.00, 0.00, 0.00], [-0.01, 0.00, 0.00], [-0.02, -0.04, -0.03]]}

(2)
{"formula": "C4H38F12LiN2O27S4", "method": "ωB97M-V with the def2-TZVPD basis set", "e_tot_ha": -5114.98810, "lumo_ha": 0.006, "total_charge": -1, "largest_force_ha_per_bohr": 0.06357, "de_lowest_kcal_mol": 0.0, "gap_ev": 6.596, "elements": ["Li", "C", "F", "F", "F", "S", "O", "O", "N", "S", "O", "O", "C", "F", "F", "F", "C", "F", "F", "F", "S", "O", "O", "N", "S", "O", "O", "C", "F", "F", "F", "O", "H", "H", "O", "H", "H", "O", "H", "H", "O", "H", "H", "O", "H", "H", "O", "H", "H", "O", "H", "H", "O", "H", "H", "O", "H", "H", "O", "H", "H", "O", "H", "H", "O", "H", "H", "O", "H", "H", "O", "H", "H", "O", "H", "H", "O", "H", "H", "O", "H", "H", "O", "H", "H", "O", "H", "H"], "coordinates": [[1.195, 1.198, -0.718], [-2.111, 3.114, 3.012], [-3.088, 3.947, 2.627], [-2.627, 1.932, 3.248], [-1.206, 3.108, 2.043], [-1.386, 3.852, 4.623], [-2.297, 3.377, 5.637], [-0.030, 3.366, 4.691], [-1.372, 5.520, 4.326], [-1.589, 6.127, 5.772], [-3.031, 6.256, 5.965], [-0.846, 5.533, 6.852], [-0.867, 7.868, 5.668], [-1.127, 8.523, 6.792], [0.457, 7.752, 5.527], [-1.396, 8.529, 4.649], [2.642, -1.153, -2.636], [2.562, 0.169, -2.793], [1.748, -1.677, -3.477], [3.881, -1.507, -2.934], [2.284, -1.630, -0.846], [2.144, -3.052, -0.848], [3.301, -1.069, 0.004], [0.792, -0.761, -0.655], [-0.051, -1.721, 0.348], [-0.833, -2.766, -0.317], [0.693, -2.114, 1.525], [-1.331, -0.459, 1.012], [-2.533, -0.939, 0.979], [-0.931, -0.159, 2.232], [-1.300, 0.650, 0.277], [-3.015, -4.541, -1.467], [-3.421, -3.680, -1.630], [-2.795, -4.529, -0.519], [6.836, -2.447, -2.861], [6.719, -1.627, -2.368], [5.969, -2.866, -2.848], [3.654, 2.740, -3.851], [2.826, 2.634, -4.354], [4.282, 2.146, -4.275], [-2.513, -5.151, 1.332], [-2.245, -6.074, 1.290], [-1.767, -4.692, 1.747], [3.202, -4.559, 1.238], [2.534, -4.327, 0.574], [2.756, -4.443, 2.082], [-0.855, -3.539, 3.113], [-0.039, -3.019, 3.003], [-0.926, -3.718, 4.058], [-0.209, -4.356, -2.843], [-0.550, -3.584, -2.368], [0.299, -3.989, -3.573], [5.068, -1.838, -5.678], [5.110, -1.658, -4.738], [4.123, -1.762, -5.904], [-4.300, -1.309, 3.859], [-4.245, -1.057, 4.788], [-3.506, -1.829, 3.693], [-3.879, -1.355, -2.247], [-2.903, -1.260, -2.300], [-4.199, -1.017, -3.092], [2.352, -1.677, -6.191], [1.580, -1.705, -5.618], [2.004, -1.812, -7.081], [-5.526, 0.278, -0.800], [-5.193, 0.434, 0.102], [-4.882, -0.369, -1.167], [-5.077, 0.977, 1.805], [-5.278, 1.613, 2.499], [-4.868, 0.161, 2.281], [2.932, 2.163, -1.101], [3.169, 2.602, -1.941], [3.376, 2.681, -0.420], [1.395, 1.576, -4.807], [0.455, 1.358, -4.785], [1.764, 0.992, -5.484], [-1.176, -0.798, -2.939], [-0.790, -0.995, -3.798], [-0.391, -0.583, -2.378], [-2.698, 1.712, -1.994], [-2.469, 0.792, -2.165], [-1.879, 2.115, -1.695], [1.208, 1.806, 1.236], [1.391, 2.661, 1.647], [1.373, 1.159, 1.934], [4.842, -0.588, 2.205], [4.216, -0.909, 2.860], [4.410, -0.755, 1.349]], "atomic_forces_ev_per_a": [[0.48, 0.52, 0.78], [-0.23, 2.72, 1.21], [-0.26, -0.36, -0.21], [0.30, -0.56, -0.21], [0.26, -0.67, -0.29], [0.59, 0.66, -0.24], [0.05, 0.26, -0.75], [0.00, -0.34, -0.52], [0.57, -2.73, 0.23], [-2.78, 0.50, 0.94], [1.23, 0.87, 0.40], [0.42, 0.30, -0.11], [-0.35, -1.63, -0.19], [0.02, 0.08, 0.07], [-0.01, 0.48, -0.16], [0.20, 0.39, -0.26], [-0.02, 0.94, 0.71], [-0.07, -0.07, 0.29], [0.20, -0.56, 0.17], [-0.21, -0.50, -0.09], [-0.58, 0.69, 0.63], [-0.34, 0.39, -0.69], [-0.68, 0.24, -1.35], [2.36, -1.84, -0.42], [-2.97, -1.33, 0.32], [1.23, 1.74, 0.57], [0.53, 0.48, -0.64], [1.38, 0.01, -0.52], [-0.57, -0.54, 0.27], [-0.34, 0.02, 0.44], [0.07, 0.32, -0.36], [-0.09, 0.26, 0.06], [-0.04, -0.09, -0.01], [-0.05, -0.15, -0.11], [-0.16, 0.19, -0.09], [0.06, -0.10, 0.08], [0.11, -0.13, 0.09], [-0.15, 0.18, -0.08], [0.27, 0.01, 0.31], [0.04, 0.05, 0.10], [0.13, -0.04, 0.07], [-0.04, 0.05, -0.09], [-0.09, 0.08, 0.07], [-0.17, -0.07, 0.00], [0.27, -0.05, 0.25], [0.00, -0.01, -0.04], [0.19, 0.09, 0.47], [-0.41, -0.21, -0.17], [-0.06, -0.06, -0.15], [0.15, 0.31, -0.29], [-0.17, -0.34, 0.21], [0.06, -0.11, 0.06], [-0.30, 0.13, -0.28], [0.24, -0.04, 0.04], [0.49, -0.12, 0.19], [0.06, 0.00, 0.01], [0.00, 0.06, -0.11], [-0.04, 0.00, -0.06], [0.95, -0.21, -0.32], [-0.71, -0.27, -0.04], [-0.06, -0.04, 0.13], [-0.59, 0.30, -0.34], [0.10, -0.17, 0.07], [0.16, -0.05, 0.03], [0.67, -0.69, 0.04], [-0.47, 0.34, -0.38], [-0.64, 0.61, 0.21], [0.11, -0.17, 0.41], [0.04, 0.07, -0.13], [0.00, 0.00, 0.19], [-0.24, 0.40, -0.19], [0.10, -0.38, -0.16], [-0.12, -0.17, 0.14], [-0.37, -0.38, -0.41], [0.01, 0.27, 0.00], [0.00, 0.04, 0.06], [1.10, 0.50, 0.29], [-0.26, -0.15, -0.05], [-0.76, -0.49, -0.18], [0.11, 0.14, -0.24], [-0.09, 0.03, -0.01], [-0.07, 0.11, 0.10], [0.33, -0.13, -0.17], [-0.24, -0.05, 0.03], [-0.09, 0.06, -0.02], [-0.07, 0.13, -0.22], [0.04, -0.06, -0.03], [0.27, -0.01, 0.61]]}